(1)
This record from the OMol25 dataset describes a molecular structure, C4H12N2 at a distorted geometry. The level of theory is ωB97M-V with the def2-TZVPD basis set.

XYZ file:
```
18
Properties=species:S:1:pos:R:3:mulliken_charge:R:1
H 0.01 0.73 -1.77 0.232
C -0.88 -0.71 0.75 -0.610
H -0.17 2.37 -1.78 0.218
H 1.33 1.25 0.08 0.272
H 1.17 -1.23 1.19 0.357
H -1.38 -0.78 -0.21 0.362
H 0.08 -2.62 0.96 0.337
H 1.02 -2.10 -1.82 0.206
C 0.36 -1.63 0.59 -0.432
C 0.29 1.57 0.05 -0.532
N -0.35 1.52 -1.26 -0.581
H 0.04 0.73 2.00 0.292
N 1.08 -1.38 -1.10 -0.628
H -1.53 -1.11 1.52 0.357
H 0.94 -2.17 -0.35 0.042
H -1.44 1.35 1.19 0.379
H 0.18 2.58 0.45 0.417
C -0.54 0.75 1.07 -0.689
```

Output
LUMO: 0.911 eV
Energy above the lowest of the compared OMol25 structures with the same formula, charge and spin: 457.8 kJ/mol

---

(2)
This record from the OMol25 dataset describes a molecular structure, C11H25CeCl2N3O2P at a distorted geometry. The level of theory is ωB97M-V with the def2-TZVPD basis set.

XYZ file:
```
45
Properties=species:S:1:pos:R:3:lowdin_spin:R:1
H -4.15 6.13 -2.48 0.000
H 1.80 -1.05 3.18 0.000
N -0.08 -2.01 3.11 -0.001
H -2.68 6.79 -1.69 0.000
H 2.46 -1.16 -2.75 0.000
P 2.02 1.09 -2.02 -0.007
Cl -1.32 0.50 -2.49 -0.020
H 1.57 3.45 -2.24 0.000
C -0.15 -3.01 4.17 0.000
H 1.20 -0.39 -3.74 0.000
H 0.65 2.50 -3.43 0.000
H 2.42 2.73 -3.66 -0.001
H -2.29 -4.05 -0.44 0.000
H -1.20 -5.32 1.44 0.000
N -0.35 -1.20 0.98 -0.008
H 0.35 -2.73 5.11 0.000
H -0.87 -3.09 -0.89 0.000
H 4.29 1.53 -2.02 0.000
C 1.33 0.68 1.04 0.112
C -3.07 6.03 -2.38 0.000
C 1.62 2.59 -2.92 -0.002
H 1.05 -0.90 4.69 0.000
C -1.64 -4.44 1.93 0.000
H -2.73 -4.44 1.98 0.000
C -0.55 -2.24 1.83 -0.001
H 2.92 0.10 -3.94 0.000
Ce -0.05 0.55 -0.45 0.801
C -1.70 -3.15 -0.17 0.000
Cl -3.36 3.37 -2.93 0.000
H 3.54 2.13 -0.51 0.000
H 3.87 0.39 -0.70 0.000
C 0.80 -0.91 3.60 -0.001
H -2.61 6.15 -3.36 0.000
N -1.19 -3.23 1.26 -0.001
H 0.39 -3.90 3.81 0.000
H 0.32 0.07 3.47 0.000
H -1.22 -3.10 4.41 0.000
H -1.31 -4.51 2.97 0.000
O 2.00 0.68 1.99 0.127
H -2.35 -2.29 -0.30 0.000
H -0.52 -0.45 1.69 0.001
C 2.15 -0.22 -3.23 -0.001
O -2.16 4.38 -0.84 0.000
C 3.57 1.30 -1.24 0.003
C -2.74 4.65 -1.84 0.000
```

Output
Total charge: +2
LUMO (spin up / spin down): -7.979 / -8.033 eV
⟨S²⟩: 0.76
2S+1: 2

---

(3)
This record from the OMol25 dataset describes C4H12N2O in the gas phase at a distorted geometry. The level of theory is ωB97M-V with the def2-TZVPD basis set.

XYZ file:
```
19
Properties=species:S:1:pos:R:3:mulliken_charge:R:1
H 1.75 -0.32 -0.41 0.257
H 0.51 -1.39 -2.28 0.356
H -1.98 0.89 0.47 0.306
H 1.92 1.50 0.91 0.218
H -0.42 0.99 -1.28 0.414
C -0.41 -1.22 -1.72 -0.881
H -0.96 -0.32 -3.20 0.310
H -1.42 -0.60 0.67 0.319
H 1.81 1.14 2.87 0.306
H 0.03 1.77 0.88 0.255
H 0.38 -1.00 0.77 0.133
O -1.47 -1.02 -2.77 -0.475
H 0.58 -0.19 2.87 0.271
N -1.79 -0.09 -0.04 -0.650
H -0.55 -2.16 -1.12 0.323
N 0.80 0.93 2.67 -0.642
C 0.86 1.13 1.17 -0.404
C -0.43 0.00 -0.73 -0.184
C 0.80 -0.05 0.27 -0.233
```

Output
Structure (SMILES): NCC[C@H](N)CO
LUMO: 0.825 eV
Energy above the lowest of the compared OMol25 structures with the same formula, charge and spin: 361.9 kJ/mol

---

(4)
This record from the OMol25 dataset describes C4H5NO in the gas phase. The level of theory is ωB97M-V with the def2-TZVPD basis set.

XYZ file:
```
11
Properties=species:S:1:pos:R:3:mulliken_charge:R:1
C 1.51 -0.85 -0.05 -0.451
O -1.85 -0.35 0.06 -0.566
H -1.41 -1.26 -2.21 0.249
H 0.32 -1.10 -2.12 0.228
C 0.35 0.85 1.47 -1.019
H 1.31 1.03 1.97 0.353
C 0.50 -0.11 0.32 0.559
H -0.06 1.80 1.13 0.274
H -0.35 0.42 2.19 0.266
C -0.77 -0.47 -0.46 0.518
N -0.60 -0.89 -1.75 -0.412
```

Output
LUMO: -0.723 eV
Energy above the lowest of the compared OMol25 structures with the same formula, charge and spin: 298.4 kJ/mol

---

Number 1: calculated total energy -268.9420 Eh. Number 2: calculated total energy -2485.0760 Eh. Number 3: calculated total energy -344.2472 Eh. Number 4: calculated total energy -285.3009 Eh.